This record from the Open Molecules 2025 dataset describes a structure of composition C35H56CeClN7O11S in a non-equilibrium geometry. The level of theory is the ωB97M-V functional and the def2-TZVPD basis.

XYZ file:
```
112
Properties=species:S:1:pos:R:3:lowdin_charge:R:1
Ce -1.31 0.52 -1.16 1.37
C -4.60 0.49 -0.35 -0.04
O -3.45 -0.35 -0.06 -0.35
C -3.74 -1.80 0.15 -0.09
C -2.91 -2.41 1.27 -0.17
O -1.69 -2.84 0.69 -0.15
C -1.11 -3.93 1.43 -0.16
C 0.34 -4.18 1.16 -0.21
O 0.54 -4.48 -0.20 -0.18
C 1.41 -5.61 -0.35 -0.11
H -4.82 0.22 -1.36 0.10
H -4.19 1.52 -0.27 0.09
H -5.46 0.33 0.34 0.12
H -3.47 -2.25 -0.83 0.14
H -4.82 -1.95 0.36 0.15
H -3.44 -3.29 1.60 0.13
H -2.72 -1.67 2.04 0.13
H -1.72 -4.77 1.10 0.14
H -1.28 -3.78 2.49 0.13
H 0.64 -5.02 1.78 0.12
H 0.97 -3.28 1.46 0.13
H 2.50 -5.47 -0.08 0.10
H 1.36 -5.97 -1.43 0.10
H 1.11 -6.51 0.24 0.09
Cl -2.76 7.66 -4.15 0.73
C -2.72 6.07 -3.53 -0.66
C -3.90 5.44 -3.09 -0.03
C -3.86 4.16 -2.48 0.03
C -2.64 3.47 -2.43 -0.27
O -2.68 2.18 -2.03 -0.25
C -1.38 4.15 -2.74 -0.10
C -0.10 3.54 -2.44 -0.08
O 0.07 2.41 -1.83 -0.20
C -1.44 5.43 -3.44 0.00
H -4.84 5.89 -3.14 0.10
H -4.77 3.75 -2.10 0.12
H 0.85 4.08 -2.64 0.16
H -0.52 5.96 -3.69 0.12
N -0.86 0.68 -3.94 0.06
C -0.64 -0.66 -4.49 -0.27
C 0.79 -0.76 -5.02 -0.12
C 1.98 -0.80 -4.01 -0.16
C 3.02 -1.89 -4.16 -0.17
N 2.30 -3.15 -4.23 0.09
C 2.72 -4.27 -4.79 -0.38
N 4.03 -4.58 -5.02 0.21
N 1.77 -5.20 -5.11 0.21
C -1.01 -1.81 -3.52 -0.55
O -0.56 -2.90 -3.84 0.06
O -1.63 -1.46 -2.44 -0.11
H -1.71 1.17 -4.23 0.11
H -0.07 1.32 -4.06 0.10
H -1.38 -0.86 -5.32 0.18
H 0.94 0.14 -5.66 0.13
H 0.84 -1.62 -5.69 0.11
H 1.61 -0.88 -3.02 0.09
H 2.54 0.17 -4.01 0.13
H 3.66 -1.89 -3.24 0.13
H 3.66 -1.66 -5.06 0.15
H 1.26 -3.15 -4.07 0.12
H 4.78 -3.95 -4.74 0.12
H 4.35 -5.54 -5.16 0.13
H 0.80 -4.90 -5.06 0.13
H 2.06 -6.08 -5.48 0.11
C 3.87 1.04 4.32 -0.10
C 2.96 2.16 4.78 -0.24
C 1.45 1.78 4.84 -0.16
C 0.81 1.52 3.46 -0.17
N -0.62 1.16 3.51 0.07
C -1.49 1.65 2.65 -0.72
S -1.12 2.48 1.18 0.75
N -2.80 1.48 2.93 -0.02
C -3.39 1.00 4.15 -0.20
C -2.88 1.76 5.37 -0.19
C -4.04 2.18 6.38 -0.25
C -3.61 2.15 7.87 -0.11
H 4.91 1.34 4.58 0.09
H 3.78 0.65 3.31 0.06
H 3.68 0.23 4.98 0.07
H 3.12 3.08 4.25 0.10
H 3.26 2.40 5.81 0.11
H 0.90 2.54 5.41 0.11
H 1.32 0.85 5.37 0.10
H 1.35 0.77 2.91 0.07
H 0.84 2.44 2.85 0.09
H -0.96 0.54 4.26 0.16
H -3.39 1.99 2.29 0.12
H -3.16 -0.08 4.16 0.13
H -4.48 1.14 4.07 0.13
H -2.28 2.67 5.05 0.13
H -2.19 1.12 5.98 0.11
H -4.93 1.54 6.23 0.10
H -4.40 3.20 6.07 0.12
H -3.64 1.11 8.24 0.08
H -4.37 2.76 8.39 0.08
H -2.64 2.60 8.04 0.07
O 1.62 -0.91 1.77 0.10
C 1.55 -0.40 0.68 -0.55
O 0.47 -0.30 -0.06 -0.19
C 2.79 0.18 0.08 -0.12
C 2.89 1.56 -0.23 0.02
C 4.01 2.01 -0.92 -0.05
C 5.01 1.19 -1.37 0.05
C 4.93 -0.19 -0.91 -0.15
C 3.82 -0.66 -0.22 0.06
N 5.95 -1.07 -1.26 -0.33
O 5.87 -2.27 -0.93 0.07
O 6.96 -0.56 -1.80 0.07
H 2.08 2.26 0.04 0.12
H 4.06 3.04 -1.20 0.11
H 5.77 1.37 -2.07 0.11
H 3.69 -1.73 -0.17 0.14
```

The value obtained for the maximum force is 0.075 Eh/bohr. The energy relative to the best compared isomer or geometry (same formula, charge and spin) is 20.4 kcal per mole. For the HOMO energy (alpha / beta), the calculation gives -13.04 / -13.04 eV. As for the total charge: +2. The calculation puts the molar mass at 958.507 u. Its gap between HOMO and LUMO (alpha / beta) is 5.56 / 5.55 eV.

=====

This record from the Open Molecules 2025 dataset describes a cluster of 2 separate species, C2HNO4 in total in a non-equilibrium geometry. The level of theory is the ωB97M-V functional and the def2-TZVPD basis.

XYZ file:
```
8
Properties=species:S:1:pos:R:3:nbo_charge:R:1
C -0.60 -0.57 -0.33 0.00
C 0.24 -0.30 -1.35 0.75
N 0.48 0.57 1.15 0.48
O -0.71 -1.56 0.40 -0.51
O 0.86 0.00 -2.28 -0.35
O 0.70 1.75 0.99 -0.33
O 0.36 -0.20 2.05 -0.24
H -1.32 0.31 -0.62 0.20
```

The value obtained for the maximum force is 0.091 Eh/bohr. The energy relative to the best compared isomer or geometry (same formula, charge and spin) is 134.7 kcal per mole. For the HOMO energy (alpha / beta), the calculation gives -9.20 / -9.82 eV. As for the total charge: 0. The calculation puts the molar mass at 103.033 u. Its gap between HOMO and LUMO (alpha / beta) is 7.55 / 8.32 eV.

=====

> What is the formula in the second record?

C2HNO4